Density functional theory data (ωB97M-V/def2-TZVPD) for one molecule with the formula C3H6N4S.

```
14
Properties=species:S:1:pos:R:3:nbo_charge:R:1
H 3.26 -0.12 -0.88 0.3358
C -0.68 1.12 -0.29 0.2636
N 1.24 -1.23 -0.19 -0.4993
H 0.33 1.28 -0.61 0.1944
H 1.46 0.26 1.34 0.1645
C -0.02 -1.27 -0.35 0.3185
N -1.46 2.11 -0.13 -0.6231
N -0.97 -0.27 -0.15 -0.6171
C 1.91 -0.15 0.42 0.2204
H -0.46 -2.21 -0.66 0.1912
N 3.00 0.36 0.00 -0.6138
S -2.60 -0.77 0.02 0.2134
H -2.63 -0.91 1.33 0.1093
H -2.39 1.80 0.17 0.3422
```

Values from the calculation:
structure (SMILES): [H]/N=C\N=C/N(S)/C=N\[H]
net charge: 0
spin multiplicity: 1
largest force on an atom: 0.01774 Eh/bohr
HOMO energy: -9.816 eV
gap between HOMO and LUMO: 10.065 eV